w:
{
  "formula": "H3NP2",
  "method": "ωB97M-V with the def2-TZVPD basis set",
  "smiles": "[H]/P=N/P",
  "homo_ev": -9.0,
  "homo_lumo_gap_ev": 8.57,
  "charge": 0,
  "elements": ["H", "P", "N", "P", "H", "H"],
  "positions_angstrom": [[2.676, -0.218, -0.489], [1.279, -0.741, -0.524], [0.575, 0.656, -0.330], [-1.417, 0.735, 0.199], [-1.238, 0.197, 1.450], [-1.875, -0.628, -0.306]]
}

***

x:
{
  "formula": "H3NP2",
  "method": "ωB97M-V with the def2-TZVPD basis set",
  "smiles": "[H]/P=N/P",
  "homo_ev": -9.3,
  "homo_lumo_gap_ev": 8.41,
  "charge": 0,
  "elements": ["H", "P", "N", "P", "H", "H"],
  "positions_angstrom": [[-1.904, -1.332, -1.211], [-0.936, -0.119, -1.328], [-0.424, -0.365, 0.272], [0.594, 0.812, 1.070], [1.146, 1.255, -0.101], [1.524, -0.251, 1.298]]
}

***

Most stable structure, least stable structure: x, w.

***

w:
{
  "formula": "C3H3NOS",
  "method": "ωB97M-V with the def2-TZVPD basis set",
  "homo_ev": -9.9,
  "homo_lumo_gap_ev": 8.70,
  "charge": 0,
  "elements": ["C", "C", "C", "N", "O", "S", "H", "H", "H"],
  "positions_angstrom": [[-0.746, -1.384, 0.373], [0.402, 0.290, -1.154], [-0.078, -0.156, 0.223], [-1.382, -2.293, 0.642], [0.769, 1.374, -1.393], [-0.804, 1.185, 1.285], [0.441, -0.420, -2.066], [1.289, -0.718, 1.078], [0.109, 2.122, 1.013]]
}

***

x:
{
  "formula": "C3H3NOS",
  "method": "ωB97M-V with the def2-TZVPD basis set",
  "homo_ev": [-9.2, -9.2],
  "homo_lumo_gap_ev": [7.73, 7.67],
  "charge": 0,
  "elements": ["C", "C", "C", "N", "O", "S", "H", "H", "H"],
  "positions_angstrom": [[-0.440, 1.268, -0.743], [0.543, -2.123, -0.088], [-0.448, -0.099, -0.848], [0.527, -1.002, -0.683], [0.659, -0.886, 2.588], [1.624, 0.017, 1.926], [-1.529, 1.603, -0.747], [0.467, 1.666, -0.437], [-1.402, -0.444, -0.969]]
}

***

Most stable structure, least stable structure: w, x.

***

w:
{
  "formula": "C3H3NOS",
  "method": "ωB97M-V with the def2-TZVPD basis set",
  "smiles": "S=c1cc[nH]o1",
  "homo_ev": -8.4,
  "homo_lumo_gap_ev": 8.59,
  "charge": 0,
  "elements": ["S", "C", "C", "C", "N", "O", "H", "H", "H"],
  "positions_angstrom": [[-1.018, 1.703, 0.162], [-0.189, 0.295, 0.119], [-0.095, -0.791, 1.003], [0.748, -1.669, 0.469], [1.062, -1.277, -0.836], [0.418, -0.072, -1.006], [-0.504, -0.991, 2.012], [1.200, -2.519, 0.906], [2.031, -1.237, -1.153]]
}

***

x:
{
  "formula": "C3H3NOS",
  "method": "ωB97M-V with the def2-TZVPD basis set",
  "homo_ev": -9.3,
  "homo_lumo_gap_ev": 7.64,
  "charge": 0,
  "elements": ["C", "C", "C", "N", "O", "S", "H", "H", "H"],
  "positions_angstrom": [[-0.461, 2.819, -0.539], [0.425, 2.763, 0.478], [0.245, 0.004, -0.110], [-1.145, 2.989, -1.465], [-1.093, 0.044, 0.232], [1.117, 1.365, 0.928], [0.758, -0.904, 0.144], [0.550, 0.359, -1.075], [-1.519, 0.786, -0.402]]
}

***

Most stable structure, least stable structure: w, x.

***

w:
{
  "formula": "C3H3NOS",
  "method": "ωB97M-V with the def2-TZVPD basis set",
  "smiles": "Cn1c(=O)c1=S",
  "homo_ev": -9.3,
  "homo_lumo_gap_ev": 8.81,
  "charge": 0,
  "elements": ["C", "N", "C", "O", "C", "S", "H", "H", "H"],
  "positions_angstrom": [[-0.933, 0.184, 0.902], [-0.027, -0.191, -0.143], [0.394, -0.296, -1.478], [-0.064, -0.341, -2.563], [1.442, -0.161, -0.484], [2.797, -0.081, 0.384], [-0.338, 0.384, 1.811], [-1.516, 1.094, 0.511], [-1.755, -0.592, 1.061]]
}

***

x:
{
  "formula": "C3H3NOS",
  "method": "ωB97M-V with the def2-TZVPD basis set",
  "smiles": "O=C1CC=NS1",
  "homo_ev": -9.0,
  "homo_lumo_gap_ev": 9.12,
  "charge": 0,
  "elements": ["O", "C", "C", "C", "N", "S", "H", "H", "H"],
  "positions_angstrom": [[2.256, -0.806, -0.125], [1.028, -0.721, -0.055], [0.273, 0.655, 0.165], [-1.216, 0.301, -0.104], [-1.396, -1.018, -0.041], [-0.209, -2.021, 0.048], [0.527, 1.476, -0.590], [0.677, 1.179, 1.132], [-1.940, 0.956, -0.431]]
}

***

Most stable structure, least stable structure: x, w.

***

w:
{
  "formula": "C3H15NO3S",
  "method": "ωB97M-V with the def2-TZVPD basis set",
  "smiles": "NCCCS.O.O.O",
  "homo_ev": -8.7,
  "homo_lumo_gap_ev": 9.36,
  "charge": 0,
  "elements": ["N", "C", "C", "C", "S", "H", "H", "H", "H", "H", "H", "H", "H", "H", "O", "H", "H", "O", "H", "H", "O", "H", "H"],
  "positions_angstrom": [[-1.862, -1.942, 1.012], [-1.072, -1.548, -0.172], [-0.897, -0.022, -0.218], [-0.344, 0.328, -1.601], [0.998, 1.598, -1.443], [-2.281, -2.851, 0.902], [-2.527, -1.231, 1.254], [-0.118, -2.076, -0.090], [-1.558, -1.921, -1.081], [-1.851, 0.448, 0.010], [-0.186, 0.203, 0.569], [-1.069, 0.518, -2.384], [0.167, -0.536, -2.030], [1.981, 0.694, -1.405], [2.685, -0.674, 0.281], [2.718, -0.505, 1.231], [2.147, -1.473, 0.228], [1.601, -2.341, 2.751], [0.696, -2.553, 2.500], [1.765, -2.439, 3.693], [-2.315, 3.290, 0.021], [-3.002, 3.775, -0.484], [-1.724, 3.266, -0.750]]
}

***

x:
{
  "formula": "C3H15NO3S",
  "method": "ωB97M-V with the def2-TZVPD basis set",
  "smiles": "CNCCS.O.O.O",
  "homo_ev": -8.9,
  "homo_lumo_gap_ev": 9.38,
  "charge": 0,
  "elements": ["C", "N", "C", "C", "S", "H", "H", "H", "H", "H", "H", "H", "H", "H", "O", "H", "H", "O", "H", "H", "O", "H", "H"],
  "positions_angstrom": [[1.645, -1.630, -1.530], [0.459, -2.163, -0.844], [-0.786, -1.384, -1.102], [-1.821, -1.685, -0.007], [-2.723, -0.062, 0.226], [1.604, -0.534, -1.552], [1.748, -2.083, -2.515], [2.526, -2.044, -1.023], [0.334, -3.140, -1.068], [-0.571, -0.309, -1.039], [-1.093, -1.524, -2.138], [-2.481, -2.448, -0.418], [-1.209, -2.098, 0.801], [-3.280, -0.525, 1.340], [-0.634, 2.517, 2.995], [-0.147, 2.996, 2.301], [-1.391, 2.308, 2.428], [0.128, 2.928, -0.279], [0.816, 3.596, -0.325], [0.640, 2.107, -0.299], [1.996, 2.052, 1.163], [2.855, 1.606, 1.206], [1.383, 1.517, 1.679]]
}

***

Most stable structure, least stable structure: w, x.

***

w:
{
  "formula": "C4H10S2",
  "method": "ωB97M-V with the def2-TZVPD basis set",
  "smiles": "CCCSSC",
  "homo_ev": -8.4,
  "homo_lumo_gap_ev": 9.17,
  "charge": 0,
  "elements": ["C", "C", "C", "S", "S", "C", "H", "H", "H", "H", "H", "H", "H", "H", "H", "H"],
  "positions_angstrom": [[-2.136, 1.121, 0.090], [-1.336, -0.144, -0.201], [-0.284, -0.419, 0.859], [0.851, 0.951, 1.181], [2.023, 0.949, -0.541], [2.664, -0.731, -0.604], [-2.296, 1.328, 1.147], [-3.106, 1.103, -0.408], [-1.609, 1.976, -0.322], [-0.765, 0.089, -1.095], [-1.857, -1.085, -0.388], [0.335, -1.273, 0.596], [-0.772, -0.666, 1.791], [1.822, -1.402, -0.759], [3.295, -1.020, 0.225], [3.171, -0.776, -1.570]]
}

***

x:
{
  "formula": "C4H10S2",
  "method": "ωB97M-V with the def2-TZVPD basis set",
  "homo_ev": -6.7,
  "homo_lumo_gap_ev": 4.76,
  "charge": 0,
  "elements": ["C", "C", "S", "S", "C", "C", "H", "H", "H", "H", "H", "H", "H", "H", "H", "H"],
  "positions_angstrom": [[2.740, -1.246, 0.281], [2.185, -1.573, -1.068], [0.741, 1.296, 0.145], [-0.915, 0.373, 1.076], [-1.834, -0.574, -0.212], [-2.671, 0.241, -1.181], [1.725, -0.676, -0.198], [2.956, -2.219, 0.822], [3.599, -0.597, 0.472], [1.624, -2.495, -1.151], [2.569, -0.947, -1.910], [-2.432, -1.201, 0.478], [-1.108, -1.192, -0.775], [-2.068, 0.704, -1.990], [-3.510, -0.277, -1.675], [-3.095, 1.101, -0.535]]
}

***

Most stable structure, least stable structure: w, x.